P.
Density functional theory data (ωB97M-V/def2-TZVPD) for C4H11N3 in the gas phase.

Each line ends with the natural charge from an NBO analysis.
Geometry (Å):
1 N 1.35 2.38 -0.47  -0.88
2 C 0.08 1.71 -0.14  -0.14
3 C -0.16 0.43 -0.64  0.19
4 N 0.53 -0.22 -1.69  -0.86
5 C -1.20 -0.49 0.12  -0.44
6 C -0.63 -1.33 1.31  -0.19
7 N 0.18 -2.44 0.92  -0.83
8 H 1.65 3.03 0.31  0.37
9 H 1.29 3.02 -1.32  0.36
10 H -0.68 2.29 0.33  0.19
11 H -0.01 -0.52 -2.48  0.38
12 H 1.31 0.23 -2.14  0.38
13 H -1.91 0.13 0.55  0.21
14 H -1.67 -1.23 -0.59  0.21
15 H -0.07 -0.54 2.05  0.15
16 H -1.54 -1.67 1.90  0.18
17 H 0.85 -2.03 0.29  0.36
18 H 0.64 -2.77 1.69  0.35

2S+1 = 1
LUMO level = 0.0366 Ha
HOMO energy = -0.29074 Eh
Total charge = 0
Frontier orbital gap = 8.908 eV


Q.
Density functional theory data (ωB97M-V/def2-TZVPD) for C4H11N3 in the gas phase.

Each line ends with the natural charge from an NBO analysis.
Geometry (Å):
1 N 2.45 -0.64 0.46  -0.86
2 C 1.41 -1.08 1.31  0.28
3 N 0.23 -1.37 1.00  -0.47
4 C -0.33 -1.26 -0.32  -0.26
5 C -0.48 0.19 -0.79  -0.42
6 C -1.16 1.08 0.27  -0.22
7 N -1.77 2.30 -0.23  -0.81
8 H 2.08 -0.43 -0.46  0.37
9 H 3.28 -1.21 0.44  0.39
10 H 1.79 -1.36 2.29  0.16
11 H 0.22 -1.87 -1.05  0.19
12 H -1.31 -1.74 -0.26  0.20
13 H -1.07 0.17 -1.72  0.20
14 H 0.49 0.64 -0.99  0.18
15 H -0.43 1.26 1.06  0.20
16 H -1.92 0.45 0.74  0.19
17 H -2.38 2.01 -0.99  0.34
18 H -1.09 2.85 -0.75  0.34

2S+1 = 1
LUMO level = 0.0361 Ha
HOMO energy = -0.33485 Eh
Total charge = 0
Frontier orbital gap = 10.093 eV


The winner here is Q, beating the second structure by 0.0372 hartree.


P.
Density functional theory data (ωB97M-V/def2-TZVPD) for C4H11N3 in the gas phase.

Each line ends with the natural charge from an NBO analysis.
Geometry (Å):
1 H 0.09 -2.25 -2.87  0.33
2 N -0.05 -1.42 -2.30  -0.67
3 C 0.95 -1.59 -1.47  0.28
4 N 0.91 -0.97 -0.24  -0.67
5 C 1.03 0.50 -0.04  -0.22
6 C 0.30 1.04 1.24  -0.40
7 C -1.20 1.22 0.99  -0.22
8 N -1.80 -0.05 0.78  -0.85
9 H 1.73 -2.32 -1.69  0.15
10 H 1.21 -1.37 0.59  0.39
11 H 2.13 0.66 -0.03  0.19
12 H 0.40 1.06 -0.73  0.21
13 H 0.85 1.92 1.40  0.21
14 H 0.47 0.40 2.12  0.20
15 H -1.28 1.64 -0.01  0.16
16 H -1.55 1.92 1.75  0.20
17 H -1.41 -0.47 -0.18  0.39
18 H -2.78 0.10 0.69  0.35

2S+1 = 1
LUMO level = 0.0362 Ha
HOMO energy = -0.32056 Eh
Total charge = 0
Frontier orbital gap = 9.709 eV


Q.
Density functional theory data (ωB97M-V/def2-TZVPD) for C4H11N3 in the gas phase.

Each line ends with the natural charge from an NBO analysis.
Geometry (Å):
1 H 2.40 1.64 0.84  0.34
2 N 1.53 1.42 0.35  -0.77
3 C 1.46 0.22 -0.12  0.49
4 N 2.50 -0.66 -0.15  -0.81
5 C 0.19 -0.19 -0.81  -0.48
6 C -0.93 -0.04 0.24  -0.01
7 C -2.19 -0.80 -0.14  -0.61
8 N -1.16 1.35 0.47  -0.90
9 H 3.38 -0.41 0.27  0.39
10 H 2.39 -1.57 -0.56  0.40
11 H 0.25 -1.22 -1.14  0.20
12 H -0.02 0.49 -1.64  0.24
13 H -0.40 -0.55 1.15  0.13
14 H -1.98 -1.86 -0.29  0.20
15 H -2.94 -0.70 0.65  0.21
16 H -2.61 -0.38 -1.05  0.21
17 H -0.11 1.77 0.64  0.42
18 H -1.74 1.48 1.29  0.35

2S+1 = 1
LUMO level = 0.0311 Ha
HOMO energy = -0.30543 Eh
Total charge = 0
Frontier orbital gap = 9.157 eV


The winner here is Q, beating the second structure by 0.0702 hartree.


P.
Density functional theory data (ωB97M-V/def2-TZVPD) for 2 unconnected molecules or ions with the total composition C4H11N3.

Each line ends with the natural charge from an NBO analysis.
Geometry (Å):
1 C 1.14 -0.14 -1.92  -0.54
2 C -0.08 -0.61 -1.68  -0.19
3 C -0.02 -1.99 1.30  -0.41
4 C -0.57 2.30 0.73  -0.44
5 N -0.14 -0.57 1.24  -0.46
6 N -1.27 1.19 0.22  -0.42
7 N -1.08 -0.14 0.27  -0.03
8 H 1.49 -0.36 -2.95  0.20
9 H 1.81 0.38 -1.29  0.19
10 H -0.80 -1.07 -2.44  0.18
11 H -0.89 -2.48 1.66  0.21
12 H 0.41 -2.54 0.38  0.19
13 H 0.78 -2.06 2.06  0.20
14 H 0.47 2.48 0.37  0.18
15 H -1.20 3.12 0.72  0.22
16 H -0.29 2.20 1.79  0.20
17 H 0.81 -0.13 1.07  0.34
18 H -1.95 1.34 -0.56  0.39

2S+1 = 1
LUMO level (spin up / spin down) = 0.0368 / 0.0366 Ha
HOMO energy (spin up / spin down) = -0.25775 / -0.24610 Eh
Total charge = 0
Frontier orbital gap (spin up / spin down) = 8.015 / 7.693 eV


Q.
Density functional theory data (ωB97M-V/def2-TZVPD) for C4H11N3 in the gas phase.

Each line ends with the natural charge from an NBO analysis.
Geometry (Å):
1 N 2.48 0.54 0.12  -0.86
2 C 1.68 0.74 -1.09  0.27
3 N 0.88 -0.20 -1.44  -0.47
4 C 0.55 -1.25 -0.34  -0.27
5 C -1.11 -1.24 0.01  -0.39
6 C -1.64 0.24 0.01  -0.23
7 N -1.48 1.26 0.97  -0.87
8 H 1.82 0.03 0.71  0.38
9 H 2.98 1.36 0.44  0.38
10 H 2.15 1.57 -1.67  0.18
11 H 1.01 -2.15 -0.76  0.22
12 H 0.74 -1.14 0.69  0.16
13 H -1.27 -1.60 1.05  0.19
14 H -1.65 -1.84 -0.58  0.21
15 H -2.78 0.24 -0.12  0.18
16 H -1.26 0.74 -0.99  0.19
17 H -0.77 1.02 1.70  0.36
18 H -2.34 1.66 1.29  0.38

2S+1 = 1
LUMO level = 0.0378 Ha
HOMO energy = -0.31202 Eh
Total charge = 0
Frontier orbital gap = 9.519 eV


R.
Density functional theory data (ωB97M-V/def2-TZVPD) for C4H11N3 in the gas phase.

Each line ends with the natural charge from an NBO analysis.
Geometry (Å):
1 H -2.94 -0.22 0.96  0.33
2 N -3.12 -0.45 -0.02  -0.79
3 C -1.95 -0.36 -0.58  0.58
4 N -1.72 -1.16 -1.72  -0.83
5 N -1.06 0.62 -0.27  -0.65
6 C 0.42 0.34 -0.26  -0.22
7 C 1.09 0.48 1.09  -0.41
8 C 2.56 -0.03 0.84  -0.62
9 H -2.61 -1.48 -2.06  0.40
10 H -1.21 -0.66 -2.43  0.36
11 H -1.33 1.45 0.22  0.40
12 H 0.53 -0.65 -0.68  0.21
13 H 0.77 1.15 -0.93  0.19
14 H 0.57 0.01 1.92  0.22
15 H 1.14 1.54 1.38  0.20
16 H 2.55 -1.11 0.73  0.21
17 H 3.23 0.30 0.05  0.22
18 H 3.09 0.26 1.76  0.21

2S+1 = 1
LUMO level = 0.0342 Ha
HOMO energy = -0.31959 Eh
Total charge = 0
Frontier orbital gap = 9.627 eV


S.
Density functional theory data (ωB97M-V/def2-TZVPD) for 2 unconnected molecules or ions with the total composition C4H11N3.

Each line ends with the natural charge from an NBO analysis.
Geometry (Å):
1 C 1.32 -0.01 2.73  -0.45
2 C 1.07 -0.75 1.66  -0.03
3 N -0.22 -1.05 1.19  -0.41
4 C -0.98 -1.73 1.93  -0.04
5 H 0.50 0.40 3.30  0.20
6 H 2.35 0.23 2.97  0.21
7 H 1.86 -1.12 1.02  0.20
8 H -1.99 -1.95 1.60  0.17
9 H -0.62 -2.11 2.90  0.15
10 N -0.70 0.42 -3.28  -0.83
11 C 0.04 0.68 -2.04  -0.07
12 N -0.27 1.91 -1.30  -0.83
13 H -1.69 0.46 -3.08  0.34
14 H -0.52 1.18 -3.93  0.34
15 H -0.14 -0.15 -1.35  0.20
16 H 1.10 0.72 -2.28  0.17
17 H -0.11 2.71 -1.92  0.34
18 H -1.27 1.93 -1.09  0.34

2S+1 = 1
LUMO level = 0.0396 Ha
HOMO energy = -0.32649 Eh
Total charge = 0
Frontier orbital gap = 9.962 eV


The winner here is R, beating the second structure by 0.0385 hartree.


P.
Density functional theory data (ωB97M-V/def2-TZVPD) for a molecular structure, C4H7N4.

Each line ends with the natural charge from an NBO analysis.
Geometry (Å):
1 C 2.29 0.36 0.27  0.15
2 C 2.29 -0.91 -0.19  0.41
3 C -0.86 0.58 0.12  0.62
4 C 1.22 1.48 -0.02  -0.25
5 N 0.35 0.45 0.23  -0.48
6 N 1.97 -2.04 -0.24  -0.47
7 N -1.54 1.55 -0.50  -0.78
8 N -1.42 -0.57 0.30  -0.78
9 H 1.29 2.30 0.82  0.23
10 H 1.13 2.03 -0.96  0.21
11 H 1.32 -2.74 -0.69  0.48
12 H -1.06 2.39 -0.76  0.42
13 H -2.48 1.58 -0.27  0.41
14 H -1.09 -1.40 0.75  0.43
15 H -2.26 -0.67 -0.30  0.40

2S+1 = 1
LUMO level = -0.2236 Ha
HOMO energy = -0.50075 Eh
Total charge = +1
Frontier orbital gap = 7.541 eV


Q.
Density functional theory data (ωB97M-V/def2-TZVPD) for 2 unconnected molecules or ions with the total composition C4H7N4.

Each line ends with the natural charge from an NBO analysis.
Geometry (Å):
1 C 3.27 -2.09 0.12  -0.59
2 C 2.14 -1.49 -0.31  0.42
3 C 3.32 -3.17 0.84  0.54
4 C -1.40 1.37 0.03  0.39
5 N 3.35 -3.96 1.81  -0.55
6 N -2.47 2.13 0.10  -0.72
7 N 1.36 -0.84 -0.83  -0.44
8 N -0.84 0.65 -0.97  -0.72
9 H 4.19 -1.67 -0.07  0.30
10 H 3.41 -4.95 1.77  0.42
11 H -2.63 2.65 0.91  0.43
12 H -3.30 2.24 -0.58  0.45
13 H -0.71 1.35 0.89  0.22
14 H -1.31 0.48 -1.79  0.40
15 H 0.12 0.18 -0.99  0.46

2S+1 = 1
LUMO level = -0.1125 Ha
HOMO energy = -0.47363 Eh
Total charge = +1
Frontier orbital gap = 9.826 eV


R.
Density functional theory data (ωB97M-V/def2-TZVPD) for a gas-phase ion, C4H7N4 (charge +1).

Each line ends with the natural charge from an NBO analysis.
Geometry (Å):
1 H 1.49 -1.05 1.35  0.32
2 N 2.34 -1.16 0.72  -0.53
3 C 2.34 -0.03 -0.11  0.06
4 C 1.14 1.11 0.13  -0.31
5 N -0.27 0.49 -0.02  -0.18
6 C -0.61 -0.89 -0.63  0.22
7 N -2.11 -0.92 -0.48  -0.53
8 C -2.54 0.37 0.18  0.18
9 N -1.35 1.26 0.45  -0.15
10 H 3.18 0.10 -0.94  0.25
11 H 1.23 1.40 1.29  0.27
12 H 1.28 2.05 -0.56  0.28
13 H 0.16 -1.66 -1.06  0.33
14 H -2.66 -1.75 -0.80  0.48
15 H -3.62 0.69 0.49  0.30

2S+1 = 1
LUMO level = -0.1848 Ha
HOMO energy = -0.53465 Eh
Total charge = +1
Frontier orbital gap = 9.520 eV


S.
Density functional theory data (ωB97M-V/def2-TZVPD) for a gas-phase ion, C4H7N4 (charge +1).

Each line ends with the natural charge from an NBO analysis.
Geometry (Å):
1 C 0.30 -0.03 0.78  0.51
2 C -1.72 -1.33 -0.03  0.50
3 C 2.15 0.84 -0.35  -0.58
4 C 0.73 1.16 0.14  -0.54
5 N 0.17 -0.97 1.44  -0.09
6 N -1.45 -2.17 0.81  -0.12
7 N -0.37 -2.16 1.56  -0.13
8 N -2.48 -0.55 -0.74  -0.71
9 H 2.87 0.67 0.41  0.24
10 H 2.50 1.63 -1.07  0.25
11 H 2.01 -0.15 -0.90  0.22
12 H 0.06 1.30 -0.82  0.28
13 H 0.73 2.05 0.89  0.30
14 H -3.27 0.17 -0.44  0.46
15 H -2.24 -0.46 -1.68  0.42

2S+1 = 1
LUMO level = -0.1969 Ha
HOMO energy = -0.50102 Eh
Total charge = +1
Frontier orbital gap = 8.276 eV


The winner here is Q, beating the second structure by 0.1646 hartree.